A molecular structure, C5H5NO, computed with ωB97M-V/def2-TZVPD.

XYZ file:
```
12
Properties=species:S:1:pos:R:3:forces:R:3
O 1.061 0.145 1.550 -0.3 0.1 -0.2
C 0.115 0.384 0.812 0.2 -0.1 0.1
C -0.486 1.711 0.740 -0.2 0.6 0.0
C -0.969 2.812 0.655 0.2 -0.5 0.0
C -0.538 -0.618 -0.051 0.0 0.4 0.0
C 0.204 -0.998 -1.264 0.1 0.0 -0.2
N 0.502 -1.926 -0.171 0.1 -0.1 0.1
H -1.395 3.789 0.586 0.1 -0.2 0.0
H -0.553 -1.845 0.391 0.0 -0.2 0.1
H 1.067 -0.390 -1.531 -0.1 0.0 0.1
H -0.307 -1.442 -2.117 0.1 0.1 0.2
H 1.299 -1.622 0.399 -0.1 0.0 -0.1
```
Positions in Å, forces in eV/Å.

Molecular weight ... 95.1 u
Energy relative to the best compared isomer or geometry (same formula, charge and spin) ... 133.2 kcal/mol
E_HOMO ... -9.28 eV